Below is a structure of composition C43H49AsBr2ClN8O7PRbS in a non-equilibrium geometry, with properties calculated with ωB97M-V/def2-TZVPD.

Geometry as XYZ:
```
114
Properties=species:S:1:pos:R:3
Rb -0.46 -2.01 -1.64
Br -0.41 -1.33 -9.73
Br 0.81 2.51 -5.74
As -2.03 0.61 5.58
Cl -0.23 -4.82 -0.51
S 2.43 -2.03 -4.31
P -0.03 -0.10 1.42
O -0.18 -4.66 -1.94
O 1.10 -4.73 0.03
O -1.02 -3.75 0.04
O -0.80 -6.08 -0.18
O -3.29 -1.60 -1.27
O -2.59 -1.24 0.73
O -0.50 0.45 -3.96
N -2.12 0.25 -0.77
N -2.70 -0.90 -0.44
N -1.78 -1.87 -4.61
N -0.35 2.02 -1.82
N -3.45 0.60 -2.70
N 2.87 -2.78 -1.30
N 2.85 -0.04 -1.86
N -1.67 1.95 -2.25
C 3.16 -0.36 -4.31
C 0.81 3.08 7.57
C 0.04 0.82 -6.23
C 3.60 -1.95 3.65
C -3.67 4.02 3.64
C 1.50 -0.69 2.29
C -3.01 -3.79 -3.78
C 3.74 -3.08 -3.60
C 0.08 0.41 -7.55
C 2.40 0.05 3.05
C -1.67 -2.88 -7.20
C -3.20 1.87 4.63
C 0.60 4.46 0.92
C -2.27 -3.58 -6.19
C -2.82 3.17 4.33
C 1.68 -2.08 2.22
C -1.14 1.95 6.71
C 0.01 3.87 8.39
C -4.45 1.43 4.20
C -1.36 3.69 8.38
C -1.09 -1.62 -6.93
C -1.14 -0.19 2.92
C 3.45 -0.57 3.71
C 1.68 3.60 0.80
C -0.65 3.94 1.23
C 2.71 -2.70 2.90
C 0.26 1.71 1.33
C -0.52 0.07 -5.17
C -0.82 2.58 1.44
C 0.23 2.13 6.74
C 3.75 0.13 -2.99
C -5.30 2.27 3.50
C -0.64 0.48 4.19
C -2.39 0.86 -1.93
C 3.90 -1.95 -0.69
C 3.45 -0.48 -0.62
C -0.47 -0.79 -7.89
C -1.93 2.74 7.55
C 1.51 2.24 0.99
C -4.91 3.57 3.22
C -1.15 -1.17 -5.58
C -2.33 -3.03 -4.89
C 3.32 -3.74 -2.29
H -2.27 -4.40 -3.26
H 4.66 -0.44 -2.78
H -3.78 -4.45 -4.18
H 2.33 -3.27 -0.60
H 2.69 -0.40 0.15
H 2.32 0.27 -4.61
H -3.36 5.04 3.42
H -2.10 0.22 2.61
H -0.28 1.50 3.98
H -4.76 0.41 4.43
H -0.07 2.99 -1.82
H 4.82 -2.03 -1.28
H 4.63 -2.47 -3.49
H -3.85 -0.31 -2.54
H -3.01 2.61 7.54
H -1.31 -1.26 3.08
H -1.80 2.23 -3.21
H -6.27 1.91 3.17
H -1.81 2.20 1.66
H 0.99 -2.67 1.62
H -3.41 0.90 -3.66
H 0.46 4.62 9.03
H 2.82 -3.78 2.84
H 0.19 -0.09 4.61
H 4.32 0.14 -0.32
H 4.41 -2.43 4.18
H -3.44 -3.11 -3.06
H 2.66 3.98 0.54
H -2.70 -4.55 -6.38
H 0.87 1.52 6.11
H 2.29 1.13 3.12
H 3.96 -3.86 -4.33
H 4.14 0.02 4.30
H 0.55 1.03 -8.31
H 2.27 0.78 -1.72
H 2.35 1.57 0.87
H 3.93 -0.31 -5.09
H -1.62 -3.28 -8.20
H 0.19 1.53 -2.53
H 0.73 5.52 0.76
H -5.57 4.23 2.67
H -1.51 4.60 1.30
H 4.06 1.17 -3.13
H -1.84 3.53 4.64
H 2.48 -4.41 -2.48
H 4.17 -4.36 -1.94
H 1.89 3.21 7.58
H -1.99 4.30 9.02
H 4.15 -2.27 0.33
```

- spin multiplicity = 1
- molecular weight (g/mol) = 1208.61
- electronic energy (a.u.) = -11240.100540
- total charge = -1